1.
C9H25BN3O5PSi2 as an isolated structure at a distorted geometry, computed with ωB97M-V with the def2-TZVPD basis set.

```
46
Properties=species:S:1:pos:R:3
N 3.4872 -0.4410 -1.3588
B 3.5899 0.9290 -0.8331
O 4.4775 1.2752 0.1889
Si 2.4375 2.4237 -1.4966
O 1.4352 2.8932 -0.2239
Si -0.1843 3.0370 -0.6117
C -0.8141 1.6515 -1.7341
P -0.3373 -0.0119 -1.1814
O 0.5487 -0.0283 -0.0143
O 0.3345 -0.7473 -2.4366
O -1.6805 -0.8309 -0.9414
H 3.0242 -0.9789 -0.6240
H 4.4117 -0.8646 -1.4306
H 5.3954 1.1202 -0.0665
H 1.6771 1.9833 -2.6901
H 3.3174 3.5174 -1.9698
H -0.4706 4.3201 -1.2891
H -0.9321 3.0520 0.6574
H -1.9037 1.6943 -1.7146
H -0.5239 1.7817 -2.7695
H 1.1946 -0.3211 -2.5819
H -1.8077 -0.9564 0.0079
C -2.7153 -3.6771 -2.3656
C -3.3016 -4.9437 -1.7523
C -4.8317 -4.9180 -1.6877
C -5.2917 -3.7947 -0.8612
N -5.6476 -2.9264 -0.2207
H -2.9537 -2.7971 -1.7714
H -1.6289 -3.7473 -2.4180
H -3.0936 -3.5200 -3.3780
H -2.8956 -5.0771 -0.7476
H -2.9877 -5.8079 -2.3409
H -5.2101 -5.8443 -1.2557
H -5.2559 -4.8142 -2.6870
C 2.0527 1.8092 2.6456
C 2.3831 2.2551 4.0652
C 1.1518 2.2917 4.9764
C 0.1526 3.2354 4.4584
N -0.6160 3.9699 4.0577
H 1.3679 2.5000 2.1595
H 2.9557 1.7697 2.0414
H 1.5974 0.8160 2.6410
H 2.8442 3.2444 4.0327
H 3.1196 1.5732 4.4959
H 1.4319 2.6022 5.9832
H 0.6962 1.3030 5.0429
```

Charge: 0
Gap between HOMO and LUMO in eV: 9.944
E_LUMO in Eh: 0.00577
HOMO level in eV: -9.7867

=====

2.
An isolated molecule of C4H6BrN at a distorted geometry, computed with ωB97M-V with the def2-TZVPD basis set.

```
12
Properties=species:S:1:pos:R:3
C -0.7832 1.7740 -0.1223
C -0.9764 0.3562 0.4092
C -0.0638 -0.7531 0.2397
C 1.2290 -0.4253 -0.5059
N -0.3644 -1.8462 0.7621
Br -2.5199 0.0565 1.5154
H -1.5473 2.5318 0.0551
H -0.0680 2.0917 -0.8777
H 1.4854 -1.5186 -0.8295
H 2.1252 0.0090 0.0256
H 1.0315 0.1304 -1.4929
H 0.4518 -2.4065 0.8211
```

Structure (SMILES): [H]/N=C(\C)C(=C)Br
Charge: 0
Gap between HOMO and LUMO in eV: 8.733
E_LUMO in Eh: -0.01165
Relative energy (zero: lowest compared OMol25 entry of this formula, charge and spin) in eV: 1.495
HOMO level in eV: -9.0503

=====

3.
C4H7HgO as an isolated structure at a distorted geometry, computed with ωB97M-V with the def2-TZVPD basis set.

```
13
Properties=species:S:1:pos:R:3
C -0.9655 -0.6333 0.0244
C 0.5477 -0.5288 -0.0476
C 1.2626 0.6051 0.1692
O 2.5643 0.7321 0.1443
Hg 4.0554 -0.8875 0.6986
H -1.3900 -1.0312 -0.9151
H 1.0859 -1.4583 -0.2789
H -1.2295 -1.4740 0.7485
H 0.6830 1.5299 0.3720
C -1.6752 0.5994 0.4680
H -1.8422 1.4277 -0.2269
H -1.8299 0.8089 1.5277
H -1.2664 0.3103 -2.6843
```

⟨S²⟩: 2.004
Multiplicity: 3
Charge: -1
Gap between HOMO and LUMO (spin up / spin down) in eV: 7.043 / 5.674
E_LUMO (spin up / spin down) in Eh: 0.15035 / 0.10087
Relative energy (zero: lowest compared OMol25 entry of this formula, charge and spin) in eV: 0.000
HOMO level (spin up / spin down) in eV: -2.9517 / -2.9297

=====

4.
An isolated molecule of C4H4N2O, computed with ωB97M-V with the def2-TZVPD basis set.

```
11
Properties=species:S:1:pos:R:3
O 2.3983 -1.2773 0.3877
C 1.3141 -0.8287 0.0777
C 1.1179 0.5954 -0.2145
C -0.1086 1.1212 -0.0912
N -1.2086 0.2889 -0.0151
C -0.9976 -1.0632 0.0086
N 0.1496 -1.6334 0.0690
H 1.9801 1.2425 -0.3101
H -0.2410 2.1759 0.0982
H -2.1487 0.6488 -0.0852
H -1.9023 -1.6721 -0.0114
```

Structure (SMILES): O=c1cc[nH]cn1
Charge: 0
Gap between HOMO and LUMO in eV: 9.712
E_LUMO in Eh: 0.01387
Relative energy (zero: lowest compared OMol25 entry of this formula, charge and spin) in eV: 0.317
HOMO level in eV: -9.3342